Molecular formula: C5H10N2O9
Method: DFT, ωB97M-V with the def2-TZVPD basis set

Each line ends with the Löwdin charge.
Cartesian coordinates (Å):
O  -1.00  -0.17  1.22  0.06
C  -0.34  -0.16  0.03  -0.51
H  3.66  2.67  1.06  0.11
O  3.17  1.84  1.00  -0.02
C  -1.04  0.71  -1.01  0.01
H  -1.43  1.61  -0.55  0.10
H  1.69  0.45  -0.44  0.16
C  1.02  0.47  0.44  -0.28
O  -4.47  -1.09  1.93  -0.01
H  -1.84  0.18  -1.52  0.09
O  -2.68  -0.62  0.86  0.02
C  -0.30  -1.67  -0.41  -0.15
O  -1.04  -2.09  -2.90  0.09
N  0.18  -2.16  -2.80  -0.30
O  2.01  2.20  1.88  -0.09
H  -0.05  -2.26  0.47  0.15
H  -0.30  1.01  -1.77  0.10
H  2.38  0.00  1.67  0.12
O  0.70  -1.94  -1.34  0.01
O  1.51  -0.41  1.42  0.00
C  0.91  1.88  1.07  -0.15
H  0.03  1.90  1.74  0.15
H  0.80  2.64  0.27  0.14
N  -3.32  -0.61  2.00  -0.08
O  1.06  -2.40  -3.57  0.16
H  -1.30  -1.97  -0.73  0.13

Calculated values
electronic energy	-26740.7239	eV
HOMO-LUMO gap (spin up / spin down)	8.3 / 8.5	eV
HOMO level (spin up / spin down)	-0.388 / -0.391	Eh

***

Molecular formula: C5H10N2S
Method: DFT, ωB97M-V with the def2-TZVPD basis set

Each line ends with the Löwdin charge.
Cartesian coordinates (Å):
H  1.39  0.15  -1.40  0.09
H  -0.74  -1.50  2.27  0.13
C  -1.93  -2.24  0.65  -0.17
H  -2.14  1.19  -0.35  0.08
N  -2.03  -0.83  0.67  -0.18
C  1.65  1.00  -0.73  -0.60
H  3.18  2.49  -0.60  0.08
H  -2.55  -1.66  2.68  0.09
C  -1.82  -1.47  1.92  -0.12
H  -2.80  -2.72  0.19  0.10
C  2.77  1.74  -1.31  -0.22
N  -0.87  -0.24  0.23  -0.04
H  -1.03  -2.71  0.24  0.10
S  0.19  2.06  -0.48  0.90
H  3.53  1.09  -1.69  0.07
C  -1.12  0.90  -0.24  -0.48
H  2.31  2.28  -2.22  0.09
H  2.04  0.45  0.17  0.09

Calculated values
SMILES	CCS/C=N/N1CC1
electronic energy	-19159.3991	eV
HOMO-LUMO gap	9.7	eV
HOMO level	-0.321	Eh